No. 1
Here is a molecular structure, C20H40Cl20 from the OMol25 dataset. Energies are from ωB97M-V with the def2-TZVPD basis set.

Element x y z (Å)
1 Cl 17.86125 -13.04746 21.53454
2 C 17.71212 -11.43067 20.76277
3 C 18.20885 -11.40942 19.33755
4 Cl 19.80877 -12.13617 19.14172
5 H 18.32929 -10.77443 21.37326
6 H 16.67000 -11.17054 20.90767
7 H 18.31935 -10.38885 18.96900
8 H 17.57839 -11.92507 18.61327
9 Cl 18.04397 -10.60894 13.30255
10 C 18.80281 -9.13840 14.03754
11 C 19.98655 -9.53727 14.90185
12 Cl 19.46759 -10.43285 16.31666
13 H 18.05595 -8.56975 14.58655
14 H 19.11348 -8.53890 13.18329
15 H 20.51052 -8.62575 15.18807
16 H 20.64885 -10.13371 14.27675
17 Cl 17.77442 -14.50514 17.11626
18 C 18.13842 -13.94476 15.48598
19 C 19.61669 -13.98255 15.17437
20 Cl 20.28384 -15.65836 15.18889
21 H 17.89428 -12.88431 15.41711
22 H 17.54923 -14.47979 14.74764
23 H 20.21800 -13.38520 15.85905
24 H 19.89215 -13.60003 14.19182
25 Cl 13.55872 -11.73679 13.14335
26 C 14.18931 -10.22278 12.43759
27 C 13.23788 -9.05311 12.45397
28 Cl 12.57047 -8.74644 14.09206
29 H 14.47558 -10.43061 11.41016
30 H 15.02191 -9.94664 13.08246
31 H 12.37524 -9.15852 11.79361
32 H 13.67997 -8.10506 12.15134
33 Cl 17.11173 -7.20687 17.04205
34 C 17.18073 -5.44767 16.72066
35 C 18.51241 -4.89320 17.20866
36 Cl 19.82869 -5.44608 16.13622
37 H 16.36419 -4.98577 17.27224
38 H 17.01263 -5.32559 15.65567
39 H 18.71575 -5.27239 18.20726
40 H 18.45819 -3.80971 17.29768
41 Cl 16.10214 -9.87365 23.71072
42 C 14.45886 -9.78443 23.00320
43 C 13.69152 -11.05884 23.27771
44 Cl 14.50345 -12.55682 22.65107
45 H 14.58804 -9.56224 21.94937
46 H 13.88921 -8.99468 23.49294
47 H 12.75436 -11.04129 22.72287
48 H 13.53668 -11.28284 24.32605
49 Cl 15.19581 -9.54675 18.95206
50 C 14.91729 -9.18180 17.20433
51 C 15.95847 -9.84362 16.34571
52 Cl 15.80639 -11.63718 16.49925
53 H 14.90734 -8.09710 17.10032
54 H 13.90898 -9.51414 16.97345
55 H 16.98837 -9.52497 16.48381
56 H 15.73726 -9.72016 15.28602
57 Cl 13.53583 -15.98864 18.43659
58 C 14.17846 -14.34014 18.70318
59 C 13.29450 -13.58001 19.69581
60 Cl 11.73480 -13.18531 18.91077
61 H 14.21658 -13.80369 17.76040
62 H 15.18426 -14.38014 19.11781
63 H 13.76036 -12.63714 19.95982
64 H 13.12372 -14.18303 20.58024
65 Cl 13.25246 -7.28693 11.11440
66 C 15.05734 -7.31061 11.10977
67 C 15.56510 -8.55665 11.80739
68 Cl 15.29988 -8.43536 13.56893
69 H 15.33380 -6.39163 11.61731
70 H 15.41893 -7.26205 10.08516
71 H 16.64172 -8.61963 11.65156
72 H 15.12689 -9.45107 11.37370
73 Cl 8.99441 -12.49636 15.70395
74 C 10.26943 -11.31802 15.26905
75 C 10.76346 -10.57831 16.48994
76 Cl 9.64218 -9.26284 16.96200
77 H 9.79333 -10.65155 14.55633
78 H 11.08185 -11.85368 14.79290
79 H 11.70658 -10.09580 16.24602
80 H 10.93218 -11.23259 17.33718

* orbital gap: 8.927 eV
* E_tot: -271830.66324 eV
* strongest force on any atom: 12.35 eV/A
* energy relative to the best compared isomer or geometry (same formula, charge and spin): 228.1 kcal/mol



No. 2
Here is a single C6H11N molecule from the OMol25 dataset. Energies are from ωB97M-V with the def2-TZVPD basis set.

Element x y z (Å)
1 C -1.19788 -1.74810 0.12295
2 C -0.93517 -0.36638 -0.47620
3 C 0.25538 0.41608 0.13221
4 C 0.15026 1.90375 -0.24461
5 C 1.59757 -0.15990 -0.34933
6 C 0.20262 0.31361 1.60586
7 N 0.15991 0.22619 2.75845
8 H -2.05462 -2.20953 -0.37368
9 H -1.43016 -1.68177 1.18965
10 H -0.34063 -2.42043 0.01817
11 H -1.84003 0.24537 -0.37042
12 H -0.73881 -0.44497 -1.55524
13 H -0.77261 2.33720 0.15302
14 H 0.99670 2.47363 0.15144
15 H 0.14323 2.01463 -1.33488
16 H 2.43877 0.35534 0.12436
17 H 1.68160 -1.22601 -0.11710
18 H 1.68385 -0.02870 -1.43467

* structure (SMILES): CCC(C)(C)C#N
* orbital gap: 12.178 eV
* E_tot: -7890.52572 eV
* strongest force on any atom: 1.01 eV/A
* energy relative to the best compared isomer or geometry (same formula, charge and spin): 0.1 kcal/mol



No. 3
Here is 2 unconnected molecules or ions with the total composition C5H14NO from the OMol25 dataset. Energies are from ωB97M-V with the def2-TZVPD basis set.

Element x y z (Å)
1 C -0.76237 0.52381 -1.00574
2 C 0.50826 -0.26212 -1.17876
3 C 0.32304 -1.89619 -0.88968
4 C -0.45000 -1.67077 1.42517
5 C -0.77254 -2.04622 0.12603
6 N -0.54869 1.11266 0.45105
7 H -0.68177 1.53005 -1.56764
8 H -1.80564 0.00138 -1.06750
9 H 1.36698 0.02997 -0.51536
10 H 0.86442 -0.19089 -2.19785
11 H -0.06007 -2.49697 -1.70065
12 H 1.30950 -2.25350 -0.62920
13 H 0.58536 -1.59813 1.71693
14 H -1.14892 -1.90481 2.19186
15 H -1.60321 -2.75661 -0.00687
16 H -1.49294 1.36804 0.86027
17 H -0.02426 2.03304 0.23350
18 H -0.16944 0.43350 1.12375
19 H 1.27657 3.85659 0.34516
20 H 1.88901 3.12331 1.54751
21 O 1.39673 3.06387 0.73800

* orbital gap (spin up / spin down): 3.318 / 7.057 eV
* E_tot: -8944.15853 eV
* strongest force on any atom: 4.54 eV/A
* energy relative to the best compared isomer or geometry (same formula, charge and spin): 91.2 kcal/mol
* spin multiplicity: 2



No. 4
Here is a single C12H16O7 molecule from the OMol25 dataset. Energies are from ωB97M-V with the def2-TZVPD basis set.

Element x y z (Å)
1 O 2.11808 4.18307 -0.06802
2 C 1.27111 3.73459 0.96325
3 C 1.02628 2.22206 0.87054
4 O 0.50422 1.99789 -0.43709
5 C 0.19564 0.66332 -0.69519
6 O -0.78088 0.24221 0.22027
7 C -1.64468 -0.77852 -0.11010
8 C -2.09959 -1.06491 -1.39089
9 C -3.01832 -2.07681 -1.59101
10 C -3.50177 -2.81755 -0.51942
11 O -4.40695 -3.80516 -0.76771
12 C -3.05286 -2.52698 0.76264
13 C -2.13242 -1.51752 0.96311
14 C 1.45981 -0.21140 -0.58062
15 O 1.14044 -1.54114 -0.88558
16 C 2.02230 -0.07984 0.84341
17 O 3.17562 -0.86459 0.99055
18 C 2.30802 1.40629 1.11159
19 O 3.37612 1.77232 0.26929
20 H 1.70244 3.92745 -0.90265
21 H 0.30585 4.25246 0.91836
22 H 1.76473 3.97932 1.90583
23 H 0.28103 1.92425 1.61915
24 H -0.17319 0.64664 -1.72676
25 H -1.75072 -0.50909 -2.24592
26 H -3.37691 -2.30379 -2.58220
27 H -4.64767 -4.23950 0.05914
28 H -3.42091 -3.09508 1.60687
29 H -1.78287 -1.28427 1.95645
30 H 2.20948 0.17807 -1.29048
31 H 1.79660 -2.09668 -0.44168
32 H 1.28529 -0.46488 1.55580
33 H 3.90289 -0.37098 0.58561
34 H 2.60702 1.53676 2.16577
35 H 3.31872 2.72992 0.10842

* structure (SMILES): OC[C@H]1O[C@H](Oc2ccc(O)cc2)[C@H](O)[C@@H](O)[C@H]1O
* orbital gap: 8.725 eV
* E_tot: -27035.39499 eV
* strongest force on any atom: 0.94 eV/A
* energy relative to the best compared isomer or geometry (same formula, charge and spin): 0.0 kcal/mol



No. 5
Here is a single C6H11NO2 molecule from the OMol25 dataset. Energies are from ωB97M-V with the def2-TZVPD basis set.

Element x y z (Å)
1 C 0.16907 0.46368 2.80119
2 O 0.17502 -0.42335 1.68862
3 N 0.79260 0.03603 0.46758
4 C 1.22669 -1.01007 -0.46570
5 C -0.04423 -1.71485 -1.00959
6 C -0.86000 -0.45707 -1.46590
7 C -0.44978 0.59379 -0.50005
8 C -0.50740 2.01752 -0.83518
9 O -1.22448 1.44471 0.26336
10 H 1.11859 1.03459 2.59401
11 H 0.15464 -0.05386 3.65416
12 H -0.63738 1.10700 2.61805
13 H 1.91480 -1.84163 -0.04060
14 H 1.59279 -0.56839 -1.37435
15 H -0.60544 -2.13134 -0.09689
16 H 0.23360 -2.42299 -1.92475
17 H -0.54136 -0.07394 -2.36209
18 H -1.93630 -0.76345 -1.55946
19 H 0.42411 2.59302 -0.61305
20 H -0.99556 2.17059 -1.83935

* structure (SMILES): CON1CCC[C@]12CO2
* orbital gap: 9.688 eV
* E_tot: -11980.18308 eV
* strongest force on any atom: 6.78 eV/A
* energy relative to the best compared isomer or geometry (same formula, charge and spin): 140.3 kcal/mol



No. 6
Here is 5 unconnected molecules or ions with the total composition C28H63N6O14S5 from the OMol25 dataset. Energies are from ωB97M-V with the def2-TZVPD basis set.

Element x y z (Å)
1 C -1.25280 0.33094 1.74166
2 C 0.12618 0.40622 0.98738
3 O 0.00766 0.64125 -0.42507
4 C 1.16701 1.26763 -0.95919
5 C 1.52653 0.78502 -2.43228
6 C 0.46984 -0.26981 -2.92621
7 C 0.59946 -0.68814 -4.44538
8 C -0.69974 -0.30437 -5.26430
9 C -1.99351 -1.05957 -4.71245
10 C -3.21235 -0.07824 -4.88988
11 C -4.41622 -0.35186 -3.92277
12 C -3.95476 -0.49836 -2.41373
13 S -4.06030 -2.30681 -2.02221
14 C -2.56308 -2.78241 -1.15973
15 N -1.79069 -2.03993 -0.35996
16 N -0.79775 -2.84805 0.08028
17 C -0.96416 -4.06053 -0.46092
18 O -2.07343 -4.04857 -1.27500
19 N 1.16201 2.01621 -3.25157
20 C 2.04581 2.21410 -4.31678
21 N 1.75865 2.64903 -5.55256
22 N 3.27627 1.80573 -3.79538
23 C 3.01256 0.67107 -2.85493
24 C 4.14119 0.94195 -1.74112
25 N 3.50211 -0.56937 -3.48819
26 H -1.20918 0.87302 2.71770
27 H -2.11472 0.69974 1.12988
28 H -1.44049 -0.74531 1.99364
29 H 0.72992 1.23589 1.49369
30 H 0.63409 -0.59213 1.11007
31 H 1.99773 1.13813 -0.22156
32 H 0.95080 2.37326 -0.98731
33 H -0.54653 0.19646 -2.81339
34 H 0.50698 -1.16970 -2.26356
35 H 1.51746 -0.32419 -4.95995
36 H 0.63097 -1.81233 -4.47092
37 H -0.60237 -0.64135 -6.33139
38 H -0.84977 0.81041 -5.30623
39 H -1.81718 -1.39059 -3.66119
40 H -2.17543 -1.99259 -5.30819
41 H -2.90696 0.99489 -4.73472
42 H -3.53844 -0.13345 -5.96342
43 H -5.03096 -1.24233 -4.22542
44 H -5.12403 0.52166 -3.97132
45 H -4.55328 0.13665 -1.72392
46 H -2.89103 -0.14914 -2.31237
47 H -0.32429 -4.93912 -0.28213
48 H 0.18187 2.09993 -3.52013
49 H 2.02962 2.02075 -6.30914
50 H 1.24248 3.49709 -5.75886
51 H 4.05788 1.67710 -4.43718
52 H 4.06359 1.95810 -1.28562
53 H 3.91893 0.20785 -0.91596
54 H 5.16006 0.68504 -2.11009
55 H 3.63508 -1.32443 -2.81839
56 H 4.36782 -0.41193 -4.00301
57 O 2.87166 1.72383 2.43276
58 S 3.46072 1.05119 3.56022
59 O 3.46605 1.62926 4.86911
60 O 4.95614 0.61021 3.18307
61 C 5.85996 1.61306 2.69780
62 C 6.40140 2.47499 3.82227
63 C 2.77414 -0.57171 3.67092
64 H 5.37999 2.22301 1.92800
65 H 6.68538 1.08277 2.22094
66 H 5.61447 3.09225 4.25795
67 H 7.18564 3.13785 3.45336
68 H 6.80688 1.85470 4.62304
69 H 2.81617 -1.03983 2.68958
70 H 1.73913 -0.47340 3.99671
71 H 3.34242 -1.14481 4.40071
72 O -2.34662 -3.82992 -6.61338
73 S -1.85349 -5.00812 -7.27087
74 O -0.63432 -4.99084 -8.02194
75 O -3.01818 -5.62001 -8.18464
76 C -3.65827 -4.76233 -9.14039
77 C -2.80244 -4.55835 -10.37594
78 C -1.77809 -6.32897 -6.10202
79 H -3.92478 -3.80721 -8.68144
80 H -4.58914 -5.25404 -9.42419
81 H -1.90567 -3.98265 -10.14219
82 H -3.36020 -4.01898 -11.14313
83 H -2.47496 -5.51688 -10.78132
84 H -2.72362 -6.37903 -5.56603
85 H -0.96454 -6.11481 -5.41055
86 H -1.58159 -7.25775 -6.63347
87 O 4.07470 5.58089 9.18709
88 S 3.32558 4.63314 9.95910
89 O 3.95531 3.79542 10.93519
90 O 2.46875 3.71218 8.96234
91 C 3.15729 3.04103 7.89798
92 C 3.89621 1.81390 8.39617
93 C 1.96252 5.45944 10.71910
94 H 3.83316 3.72708 7.38219
95 H 2.39824 2.73476 7.17802
96 H 4.72752 2.09248 9.04558
97 H 4.29803 1.24347 7.55716
98 H 3.23183 1.17286 8.97839
99 H 1.44832 6.05442 9.96740
100 H 2.35947 6.10376 11.50195
101 H 1.29600 4.71536 11.15027
102 O -2.88345 1.08111 4.92409
103 S -4.15364 1.23201 5.57321
104 O -4.43409 0.60197 6.82734
105 O -5.31674 0.85762 4.53215
106 C -5.25384 -0.41279 3.87113
107 C -5.70557 -1.54220 4.77737
108 C -4.52870 2.95189 5.71026
109 H -4.24824 -0.59483 3.48321
110 H -5.92387 -0.34987 3.01266
111 H -5.00109 -1.69441 5.59619
112 H -5.78033 -2.47599 4.21742
113 H -6.67540 -1.31536 5.22293
114 H -4.36873 3.42516 4.74383
115 H -3.85836 3.37957 6.45416
116 H -5.56223 3.06197 6.03187

* net charge: +1
* orbital gap: 7.772 eV
* E_tot: -121828.92600 eV
* strongest force on any atom: 5.02 eV/A